Entry 1
This record from the OMol25 dataset describes 2 unconnected molecules or ions with the total composition C3H7NSi. The level of theory is wB97M-V/def2-TZVPD.

Output
Total charge   0
2S+1   1
HOMO level (spin up / spin down)   -8.6 / -6.7 eV
Kohn-Sham gap (spin up / spin down)   0.2887 / 0.2009 Ha

Geometry (Å):
C (0.55055, -1.85041, 1.50194)
C (-2.70445, 0.99647, -1.43959)
C (1.98310, 0.43956, 0.26790)
N (0.00331, -1.64007, 2.49307)
Si (0.28276, -0.49149, -0.22614)
H (1.35278, -2.31512, 0.93737)
H (-2.67236, -0.08483, -1.58885)
H (-3.61099, 1.48923, -1.04628)
H (-2.10412, 1.78858, -1.92634)
H (2.23562, 0.93552, -0.63819)
H (1.86983, 1.01935, 1.07528)
H (2.81396, -0.28679, 0.58984)

Entry 2
This record from the OMol25 dataset describes a single C3H7NSi molecule. The level of theory is wB97M-V/def2-TZVPD.

Output
Total charge   0
Structure (SMILES)   [H]/N=C/C=C/[SiH3]
2S+1   1
HOMO level   -9.3 eV
Kohn-Sham gap   0.3781 Ha

Geometry (Å):
C (0.60949, 0.23026, 0.51446)
C (-0.53844, -0.21748, -0.00411)
C (1.02448, 1.80200, -0.14038)
N (2.17198, 1.91097, -0.60806)
Si (-1.18066, -1.96287, 0.25439)
H (1.23933, -0.05385, 1.29740)
H (-1.17886, 0.26046, -0.70349)
H (0.07721, 2.38588, 0.03008)
H (2.35266, 2.72334, -1.22619)
H (-0.91749, -2.77789, 1.54892)
H (-1.01524, -2.41338, -1.20319)
H (-2.64447, -1.88744, 0.24015)

Which one sits at the bottom of the stability order? entry 1 does.

Entry 1
This record from the OMol25 dataset describes a molecular structure, CH7N3P. The level of theory is wB97M-V/def2-TZVPD.

Output
Total charge   +1
2S+1   1
HOMO level   -14.6 eV
Kohn-Sham gap   0.3446 Ha

Geometry (Å):
C (1.59419, -0.01964, 0.25765)
N (1.18904, -1.11491, -0.19354)
N (-1.00824, -0.33229, -0.57840)
N (0.96778, 1.16242, 0.23396)
P (-2.44608, -0.09060, -0.31291)
H (1.76986, -2.07545, -0.15496)
H (0.20089, -0.85401, -0.46308)
H (2.47431, 0.04163, 0.80738)
H (0.14609, 1.29770, -0.29382)
H (1.46598, 1.89501, 0.71537)
H (-2.73758, -0.03277, 1.11638)
H (-3.61624, 0.12291, -1.13403)

Entry 2
This record from the OMol25 dataset describes 2 unconnected molecules or ions with the total composition CH7N3P. The level of theory is wB97M-V/def2-TZVPD.

Output
Total charge   +1
2S+1   1
HOMO level   -13.3 eV
Kohn-Sham gap   0.2758 Ha

Geometry (Å):
C (-1.83983, 0.16455, -0.21309)
N (-0.54554, 0.19719, -0.22656)
N (2.83852, 0.60565, -0.09771)
N (-2.51674, -0.94005, 0.07088)
P (2.16201, -0.85461, 0.01306)
H (1.89510, -0.77832, 1.39922)
H (-0.17759, 1.10717, -0.47243)
H (3.20335, 0.95556, -0.97665)
H (2.95814, 1.27269, 0.65749)
H (-2.01388, -1.79215, 0.24703)
H (-3.51955, -0.97969, 0.02902)
H (-2.44399, 1.04200, -0.43024)

Which one sits at the bottom of the stability order? entry 1 does.

Entry 1
This record from the OMol25 dataset describes 10 unconnected molecules or ions with the total composition C39H55N10O16. The level of theory is wB97M-V/def2-TZVPD.

Output
Total charge   -1
2S+1   1
HOMO level   -7.0 eV
Kohn-Sham gap   0.2556 Ha

Geometry (Å):
N (1.25674, -0.52969, 0.75810)
O (0.56674, -0.58469, -0.37890)
O (2.07474, -1.52169, 0.94510)
O (1.01074, 0.19731, 1.71810)
C (-3.04426, -2.65169, 0.69710)
C (-1.47626, -2.98969, 0.63810)
C (-1.07926, -4.08969, -0.47490)
C (-2.11826, -4.74169, -1.31590)
C (-3.62526, -4.49769, -1.12090)
C (-3.98726, -3.51169, -0.04790)
N (-1.78026, -5.89169, -2.20190)
O (-2.63226, -6.46369, -2.83990)
O (-0.61826, -6.27269, -2.23790)
H (-3.45826, -1.81369, 1.24310)
H (-0.90226, -2.36969, 1.21910)
H (-0.15526, -4.57069, -0.68390)
H (-4.31926, -5.01169, -1.76290)
H (-5.00026, -3.10569, 0.20110)
C (-2.76226, 1.15131, -0.42890)
C (-2.95426, 2.16931, -1.47890)
C (-4.21626, 3.04931, -1.26490)
C (-5.19926, 2.74531, -0.11890)
C (-4.78426, 1.67231, 0.92510)
C (-3.48526, 0.88631, 0.69510)
N (-6.56126, 3.40431, 0.00610)
O (-7.41326, 2.91931, 0.85510)
O (-6.76626, 4.27731, -0.71690)
H (-1.89826, 0.57231, -0.57590)
H (-2.35926, 2.24831, -2.24990)
H (-4.46626, 4.04631, -1.74690)
H (-5.36826, 1.38331, 1.82210)
H (-3.09126, 0.05731, 1.47010)
C (-0.50726, 3.23031, 1.52610)
C (-1.67726, 4.17031, 1.34710)
C (-1.41226, 5.58031, 1.07410)
C (0.05474, 6.21031, 1.13310)
C (1.13874, 5.21231, 1.39810)
C (0.83174, 3.72031, 1.61010)
N (0.31574, 7.57631, 0.72110)
O (-0.65426, 8.39431, 0.73310)
O (1.48274, 7.92031, 0.62210)
H (-0.54026, 2.11431, 1.74810)
H (-2.64326, 3.66231, 1.20210)
H (-2.31026, 6.09931, 0.85210)
H (2.16174, 5.62931, 1.57410)
H (1.76074, 3.16831, 1.55110)
C (0.86174, 0.34631, 5.99010)
C (-0.26126, 0.45231, 7.05310)
C (-1.74826, 0.12431, 6.70610)
C (-1.90626, -0.73769, 5.43210)
C (-0.74126, -0.89669, 4.39210)
C (0.62174, -0.22469, 4.74410)
N (-3.21026, -1.21369, 5.25110)
O (-3.45926, -1.86769, 4.12810)
O (-3.99726, -1.22069, 6.23710)
H (1.76674, 0.84031, 6.17810)
H (0.02174, 0.66631, 8.00410)
H (-2.50626, 0.55331, 7.56410)
H (-0.98326, -1.56769, 3.59810)
H (1.53974, -0.16669, 4.25610)
C (-0.37426, -5.30269, 3.03510)
O (-1.10426, -6.21669, 3.41710)
N (0.44074, -4.51269, 3.78210)
C (1.32874, -3.62469, 3.14010)
C (0.27274, -4.50369, 5.22810)
H (-0.46626, -5.24669, 2.06710)
H (1.20474, -2.66869, 3.47910)
H (1.16474, -3.58169, 2.21610)
H (2.43574, -3.79269, 3.17210)
H (1.13374, -3.99369, 5.68510)
H (0.10374, -5.53569, 5.62110)
H (-0.38526, -3.73269, 5.59310)
C (5.03974, 3.24231, 0.83410)
O (4.03574, 3.79831, 1.22410)
N (5.12374, 1.93931, 0.37310)
C (6.39074, 1.25531, 0.00610)
C (3.85574, 1.12931, 0.20010)
H (5.87574, 3.80031, 0.93910)
H (6.12174, 0.06431, -0.06090)
H (7.11974, 1.28531, 0.70910)
H (6.63974, 1.79231, -0.92690)
H (3.55874, 0.46531, 1.00810)
H (3.81774, 0.52131, -0.73790)
H (2.97174, 1.67231, 0.44310)
C (2.94274, 3.05531, -3.76890)
O (3.46574, 3.45531, -4.87990)
N (1.62874, 2.97531, -3.51590)
C (1.05974, 2.48631, -2.27990)
C (0.74374, 3.47731, -4.66090)
H (3.49874, 2.73531, -3.00590)
H (1.35674, 3.06231, -1.41090)
H (1.59974, 1.48731, -2.14490)
H (-0.13726, 2.25431, -2.40990)
H (1.22974, 4.16231, -5.46290)
H (-0.20826, 3.78231, -4.21290)
H (0.58374, 2.61631, -5.41690)
C (-1.90926, 0.57131, -4.66690)
O (-3.07526, 0.42431, -4.50790)
N (-1.02626, -0.41869, -4.30290)
C (0.29274, -0.38269, -4.85590)
C (-1.20226, -1.38669, -3.26590)
H (-1.75426, 1.41631, -5.44590)
H (0.95174, 0.17531, -4.31890)
H (0.47374, 0.05031, -5.78790)
H (0.88474, -1.33169, -4.91990)
H (-0.59626, -1.67569, -2.47590)
H (-1.41626, -2.40069, -3.81390)
H (-2.16626, -1.26569, -2.79490)
C (3.12074, -1.91169, -2.60590)
O (4.02874, -1.03469, -2.70590)
N (2.80474, -2.83269, -3.53490)
C (1.77974, -3.82369, -3.26690)
C (3.49974, -2.90769, -4.87490)
H (2.42474, -1.86769, -1.77190)
H (0.79074, -3.67969, -3.69590)
H (1.61874, -4.21569, -2.24290)
H (2.23774, -4.62769, -3.88090)
H (4.22474, -2.20069, -4.84290)
H (2.77174, -2.63369, -5.73090)
H (3.78474, -3.78069, -5.14090)

Entry 2
This record from the OMol25 dataset describes 10 unconnected molecules or ions with the total composition C39H55N10O16. The level of theory is wB97M-V/def2-TZVPD.

Output
Total charge   -1
2S+1   1
HOMO level   -6.6 eV
Kohn-Sham gap   0.2499 Ha

Geometry (Å):
N (-0.51386, -0.67930, 0.82219)
O (-0.72075, -1.46169, -0.16267)
O (0.59649, -0.71319, 1.32336)
O (-1.20400, 0.33895, 0.98718)
C (1.41600, 1.87713, -0.72756)
C (0.81528, 1.18956, -2.03384)
C (0.71683, 2.03407, -3.29097)
C (1.03845, 3.51747, -3.31036)
C (1.71645, 4.10999, -2.12843)
C (1.77807, 3.29225, -0.88077)
N (0.68362, 4.37656, -4.45156)
O (0.16935, 3.86558, -5.43699)
O (1.04162, 5.53250, -4.45040)
H (1.45339, 1.24135, 0.13552)
H (0.48448, 0.19356, -1.98485)
H (0.13759, 1.83745, -4.34837)
H (2.32528, 5.05528, -1.92437)
H (2.35692, 3.75195, 0.07870)
C (-3.15721, 1.90827, -1.25715)
C (-2.18857, 2.94685, -1.06705)
C (-2.04842, 4.12197, -2.11251)
C (-2.95087, 4.05458, -3.31541)
C (-3.78231, 2.75425, -3.61024)
C (-3.91699, 1.79115, -2.37396)
N (-2.86836, 5.15531, -4.34842)
O (-2.15102, 6.12525, -4.00043)
O (-3.54589, 5.05112, -5.26059)
H (-3.44555, 1.09085, -0.56749)
H (-1.56918, 2.84498, -0.01348)
H (-1.33106, 4.97297, -1.91099)
H (-4.48987, 2.66102, -4.50928)
H (-4.53380, 0.88827, -2.60573)
C (-5.52446, 1.10618, 1.49746)
C (-6.16005, 2.43894, 1.80134)
C (-5.48895, 3.40928, 2.88173)
C (-4.10383, 2.85764, 3.48544)
C (-3.40121, 1.62112, 2.95787)
C (-4.28901, 0.70898, 1.99379)
N (-3.41473, 3.54402, 4.66294)
O (-3.91610, 4.59515, 5.01967)
O (-2.32350, 3.04520, 5.05548)
H (-5.83096, 0.19075, 0.82132)
H (-7.25407, 2.70633, 1.57590)
H (-5.90296, 4.28874, 3.32368)
H (-2.33466, 1.24774, 3.20498)
H (-4.02744, -0.22805, 1.49694)
C (3.54091, -1.89471, -3.97129)
C (2.27475, -1.93097, -3.02373)
C (0.98789, -2.43904, -3.44788)
C (1.04798, -3.32706, -4.79002)
C (2.34709, -3.30546, -5.70494)
C (3.49227, -2.49823, -5.24387)
N (-0.02999, -4.25072, -5.21550)
O (-0.88110, -4.43672, -4.30956)
O (0.11624, -4.99231, -6.21847)
H (4.52411, -1.38779, -3.74675)
H (2.41549, -1.48714, -1.95168)
H (0.17904, -2.44466, -2.73351)
H (2.28748, -3.98067, -6.53976)
H (4.30032, -2.35963, -5.92845)
C (1.15211, -4.14410, 1.91137)
O (1.79483, -4.01823, 2.93255)
N (0.63245, -5.28585, 1.44515)
C (-0.21225, -5.24764, 0.22090)
C (0.55568, -6.57605, 2.18245)
H (0.81478, -3.27988, 1.30314)
H (0.42150, -5.48005, -0.55783)
H (-0.59775, -4.37678, 0.15677)
H (-0.96956, -6.04046, 0.27326)
H (0.37611, -6.49299, 3.10799)
H (1.48513, -7.08913, 2.25198)
H (0.01951, -7.23525, 1.86059)
C (4.15351, -0.81349, 5.42352)
O (4.32681, -2.04136, 5.19756)
N (2.90835, -0.26421, 5.29976)
C (2.51757, 1.12099, 5.71465)
C (1.83627, -1.04904, 4.75163)
H (4.97554, -0.12213, 5.65082)
H (1.71865, 1.61437, 5.10245)
H (3.20030, 1.71772, 5.52175)
H (2.22815, 1.18035, 6.72421)
H (1.99522, -1.37023, 3.81633)
H (0.99184, -0.38917, 4.78508)
H (1.47973, -1.84106, 5.30924)
C (-3.97449, -1.67449, -1.38434)
O (-4.61172, -1.59852, -0.33826)
N (-4.31449, -2.16155, -2.52602)
C (-3.38258, -2.29440, -3.64636)
C (-5.70528, -2.63204, -2.59811)
H (-3.01813, -1.08939, -1.49031)
H (-2.38646, -2.25650, -3.32079)
H (-3.74018, -1.71445, -4.38947)
H (-3.60174, -3.30977, -4.02610)
H (-6.25810, -1.87615, -2.23236)
H (-5.55040, -3.70387, -2.10850)
H (-6.09626, -2.71795, -3.48956)
C (5.47049, -2.52803, 2.07092)
O (6.55600, -3.04084, 2.20212)
N (5.12066, -1.80304, 0.95880)
C (3.82496, -1.06524, 0.79694)
C (6.08025, -1.66819, -0.11842)
H (4.56628, -2.61028, 2.85175)
H (3.91135, -0.05818, 0.82632)
H (3.41639, -1.14768, 1.65687)
H (3.12464, -1.34684, -0.09004)
H (6.75302, -2.48937, -0.15885)
H (6.51098, -0.79355, 0.19836)
H (5.67899, -1.64774, -1.25778)
C (2.73895, 2.06160, 2.42000)
O (3.87740, 2.46146, 2.06077)
N (1.71026, 3.06025, 2.55997)
C (0.33551, 2.67468, 2.93755)
C (2.01502, 4.45414, 2.70725)
H (2.38113, 1.07030, 2.65750)
H (-0.23503, 2.77078, 1.98108)
H (-0.17581, 3.15298, 3.82039)
H (0.05855, 1.79548, 3.41664)
H (1.26582, 5.09028, 2.38447)
H (3.07230, 4.90121, 2.30588)
H (1.83458, 4.73537, 3.76010)

Which one sits at the bottom of the stability order? entry 2 does.